DFT (ωB97M-V/def2-TZVPD) results for a cluster of 2 separate species, C3H8O2S in total at a distorted geometry.

Bonds (Å) are listed after each position.
CARTESIAN COORDINATES (ANGSTROEM)
1 O 1.499 0.266 -4.137  C2 1.188
2 C 1.881 -0.205 -3.115  O1 1.188, O3 1.372, H4 1.100
3 O 1.374 -1.354 -2.563  C2 1.372, H5 0.968
4 H 2.738 0.208 -2.562  C2 1.100
5 H 0.757 -1.058 -1.877  O3 0.968
6 C -1.244 -0.530 2.177  C7 1.523, H9 1.087, H10 1.088, H11 1.094
7 C -0.498 0.719 1.728  C6 1.523, S8 1.855, H12 1.084, H13 1.084
8 S -0.194 0.713 -0.102  C7 1.855, H14 1.337
9 H -2.263 -0.519 1.800  C6 1.087
10 H -0.691 -1.411 1.859  C6 1.088
11 H -1.368 -0.542 3.264  C6 1.094
12 H 0.469 0.798 2.213  C7 1.084
13 H -1.133 1.595 1.785  C7 1.084
14 H -1.327 1.322 -0.470  S8 1.337

Computed properties:
highest occupied orbital energy	-9.66	eV
LUMO	0.6	eV
net charge	0
2S+1	1
largest force on an atom	0.0269	hartree/bohr
energy relative to the best compared isomer or geometry (same formula, charge and spin)	20.16	kcal/mol
energy	-18170.371	eV